[1]
{"formula": "C6H9N3O2", "method": "ωB97M-V/def2-TZVPD", "elements": ["C", "C", "C", "C", "N", "C", "C", "O", "O", "N", "N", "H", "H", "H", "H", "H", "H", "H", "H", "H"], "positions_angstrom": [[-0.0379, 0.6419, 1.7077], [0.3264, 0.5214, 0.2907], [-0.8220, 0.9590, -0.8065], [-0.5017, -0.5280, -1.3865], [0.3251, -0.8402, -0.2614], [2.0566, -0.8414, -0.7481], [2.7243, -1.7702, 0.2606], [3.8578, -2.1137, 0.1369], [2.0174, -2.1308, 1.3233], [2.4557, 0.4761, -0.4557], [1.6042, 1.1649, 0.0647], [0.5440, 0.0288, 2.3545], [-1.1597, 0.3220, 1.6455], [0.0684, 1.6281, 2.0948], [-0.4974, 1.8297, -1.3432], [-1.8456, 0.9850, -0.5165], [-1.2540, -1.3096, -1.4051], [-0.2301, -0.5984, -2.4029], [2.2009, -1.1286, -1.7240], [1.0439, -1.6913, 1.3098]], "nbo_charge": [-0.623, 0.186, -0.407, -0.239, -0.485, -0.036, 0.756, -0.545, -0.679, -0.098, -0.103, 0.218, 0.219, 0.240, 0.222, 0.219, 0.199, 0.200, 0.228, 0.525], "e_homo_ev": -10.047, "smiles": "C[C@]12CCN1[C@H](C(=O)O)N=N2", "charge": 0, "gap_ev": 10.4}

[2]
{"formula": "C15H19NO9Ti", "method": "ωB97M-V/def2-TZVPD", "elements": ["Ti", "C", "C", "O", "C", "C", "O", "C", "C", "O", "C", "C", "O", "H", "H", "H", "H", "H", "H", "H", "H", "H", "H", "H", "H", "H", "H", "H", "H", "O", "C", "C", "C", "N", "C", "C", "C", "O", "O", "C", "O", "O", "H", "H", "H"], "positions_angstrom": [[-0.3913, 0.0522, -0.1853], [1.7808, 0.8551, 1.6846], [0.4623, 1.5656, 2.0923], [-0.6100, 0.8601, 1.5706], [-3.3984, 1.7826, 1.1384], [-3.3765, 1.2147, -0.2223], [-2.5422, 0.0229, -0.3654], [-3.0447, -1.1598, 0.3053], [-2.3640, -1.4234, 1.6311], [-0.9926, -1.6784, 1.3637], [-0.1288, -1.6426, 2.4882], [1.2848, -1.5268, 1.9554], [1.4839, -0.4119, 1.0736], [2.4459, 0.7031, 2.5382], [2.3192, 1.4128, 0.9183], [0.4912, 2.5985, 1.7215], [0.3919, 1.6144, 3.1884], [-2.8454, 2.6805, 1.3599], [-3.9183, 1.2875, 1.9454], [-2.9552, 1.9118, -0.9415], [-4.3775, 0.9179, -0.5536], [-2.8612, -1.9918, -0.3730], [-4.1193, -1.0419, 0.4572], [-2.8302, -2.3045, 2.0881], [-2.4441, -0.5686, 2.3061], [-0.2092, -2.5826, 3.0473], [-0.3909, -0.8066, 3.1380], [1.5281, -2.4083, 1.3611], [1.9942, -1.4524, 2.7838], [4.1311, 0.2447, -4.3165], [3.1232, 0.1621, -3.4225], [2.6153, -1.0655, -2.9828], [1.5813, -1.0287, -2.0729], [1.1146, 0.1264, -1.6343], [1.5457, 1.2967, -2.0718], [2.5739, 1.3726, -2.9850], [0.6675, 2.4521, -1.5476], [0.9381, 3.5966, -1.8306], [-0.3308, 1.9870, -0.8677], [0.6956, -2.2025, -1.6060], [1.0854, -3.3464, -1.6784], [-0.4489, -1.7486, -1.2075], [4.4247, -0.6352, -4.5762], [2.9845, -2.0146, -3.3494], [2.9163, 2.3230, -3.3660]], "nbo_charge": [1.659, -0.092, -0.083, -0.860, -0.262, -0.151, -0.554, -0.093, -0.094, -0.533, -0.087, -0.080, -0.545, 0.183, 0.199, 0.181, 0.158, 0.196, 0.163, 0.230, 0.188, 0.233, 0.195, 0.192, 0.209, 0.190, 0.203, 0.218, 0.192, -0.643, 0.365, -0.305, 0.160, -0.536, 0.141, -0.274, 0.759, -0.608, -0.773, 0.761, -0.615, -0.775, 0.487, 0.241, 0.258], "e_homo_ev": [-7.710, -9.352], "charge": 0, "spin_multiplicity": 3, "gap_ev": [8.0, 9.2]}

[3]
{"formula": "C2H3ClN2O", "method": "ωB97M-V/def2-TZVPD", "elements": ["Cl", "C", "N", "N", "C", "O", "H", "H", "H"], "positions_angstrom": [[2.4960, 0.5080, 0.2046], [0.8789, 0.1876, -0.5007], [0.4627, -1.1462, -0.2493], [-0.6134, -1.2346, 0.3003], [-1.0934, 0.0498, 0.5352], [-0.1610, 0.9930, -0.0381], [1.1273, 0.2537, -1.7627], [-1.9761, 0.3147, -0.0397], [-1.1210, 0.0739, 1.5505]], "nbo_charge": [-0.040, 0.169, -0.156, -0.091, 0.003, -0.505, 0.209, 0.213, 0.198], "e_homo_ev": -10.450, "smiles": "Cl[C@H]1N=NCO1", "charge": 0, "gap_ev": 10.7}

[4]
{"formula": "C6H11FO5", "method": "ωB97M-V/def2-TZVPD", "elements": ["O", "C", "H", "C", "C", "O", "H", "C", "C", "F", "C", "O", "H", "O", "H", "H", "O", "H", "H", "H", "H", "H", "H"], "positions_angstrom": [[0.7266, -2.0388, 1.9674], [0.6354, -1.6673, 0.4890], [-0.5046, -1.8348, 0.2056], [1.1020, -0.2729, 0.3349], [0.1764, 0.6094, 0.7648], [-0.1158, 0.5661, 2.3160], [-0.4721, -0.2209, 2.5081], [-1.2901, 0.5479, 0.0210], [-0.9358, 0.2297, -1.4005], [-1.7303, 1.0101, -2.3020], [0.3681, 0.6967, -1.6117], [0.6243, 1.9352, -1.4528], [1.7680, 2.2308, -1.8551], [1.3450, -0.0227, -0.9426], [0.7576, 0.3368, -2.8373], [-0.9759, -0.6675, -1.4828], [-1.9464, -0.2605, 0.5609], [-2.9083, -0.1763, 0.2885], [-1.8713, 1.6540, 0.0012], [0.4391, 1.8206, 0.9124], [2.0168, -0.2156, 0.9575], [1.2729, -2.3076, 0.1922], [1.5186, -1.9521, 2.3655]], "nbo_charge": [-0.769, -0.062, 0.198, -0.041, 0.048, -0.733, 0.462, 0.135, 0.086, -0.359, 0.404, -0.681, 0.500, -0.519, 0.102, 0.162, -0.683, 0.493, 0.154, 0.265, 0.195, 0.180, 0.463], "e_homo_ev": -9.744, "charge": 0, "gap_ev": 9.8}

[5]
{"formula": "C16H34CdOP2", "method": "ωB97M-V/def2-TZVPD", "elements": ["P", "P", "C", "C", "H", "H", "H", "H", "C", "H", "H", "H", "C", "H", "H", "H", "C", "H", "H", "H", "C", "H", "H", "H", "Cd", "C", "C", "C", "C", "C", "C", "C", "C", "C", "H", "H", "H", "H", "H", "H", "H", "H", "H", "H", "H", "H", "H", "H", "H", "C", "O", "H", "H", "H"], "positions_angstrom": [[-0.0718, -1.7968, -5.4914], [0.3828, 2.2259, -5.2046], [-0.4260, -0.2389, -6.3645], [0.6461, 0.8844, -6.4241], [-1.3815, 0.1484, -5.9562], [-0.6441, -0.5486, -7.4034], [1.6776, 0.4891, -6.3460], [0.5715, 1.3722, -7.4148], [-0.8794, 3.3208, -5.8961], [-1.2103, 4.0317, -5.1252], [-1.7476, 2.7456, -6.2454], [-0.4720, 3.8859, -6.7433], [1.9100, 3.1478, -5.0124], [2.0494, 3.8089, -5.8807], [2.7760, 2.4759, -4.9512], [1.8752, 3.7699, -4.1104], [-1.4532, -2.9114, -5.9946], [-1.4381, -3.8150, -5.3694], [-1.3051, -3.2090, -7.0422], [-2.4235, -2.4117, -5.8905], [1.2886, -2.5536, -6.4470], [2.0445, -1.8013, -6.7309], [0.8668, -2.9901, -7.3709], [1.7755, -3.3574, -5.8717], [0.6286, -0.1758, 0.8812], [-0.4215, 1.5951, -3.7195], [-1.7396, 0.9926, -3.9906], [-2.3185, -0.2697, -3.5421], [-1.4821, -1.3766, -2.8552], [-0.4007, -2.0391, -3.6656], [0.9556, -1.5349, -3.9316], [1.5402, -0.2008, -3.5083], [0.6190, 0.8391, -2.8303], [0.8844, -2.0074, -0.1672], [-0.6518, 2.5486, -3.1844], [-2.4904, 1.7218, -4.3323], [-2.8691, -0.7220, -4.3924], [-3.1223, -0.0114, -2.8324], [-1.0829, -1.0667, -1.8787], [-2.2026, -2.1738, -2.6222], [-0.4173, -3.1281, -3.5227], [1.7225, -2.3177, -3.8559], [2.1078, 0.2557, -4.3366], [2.3146, -0.4505, -2.7649], [0.1509, 0.3790, -1.9471], [1.2907, 1.6112, -2.4096], [1.7587, -2.5267, 0.2516], [1.0073, -1.8874, -1.2509], [-0.0220, -2.5961, 0.0393], [-0.0696, 1.5994, 3.3877], [0.4094, 1.4174, 2.0796], [-0.8168, 2.3966, 3.3506], [0.7689, 1.9259, 4.0113], [-0.5191, 0.7011, 3.8403]], "nbo_charge": [1.663, 1.557, -0.793, -0.732, 0.319, 0.238, 0.248, 0.239, -0.975, 0.256, 0.279, 0.236, -0.996, 0.247, 0.261, 0.260, -1.013, 0.230, 0.201, 0.238, -0.987, 0.226, 0.216, 0.238, 1.357, -0.522, -0.664, -0.397, -0.388, -0.591, -0.608, -0.394, -0.403, -1.198, 0.200, 0.177, 0.156, 0.180, 0.178, 0.209, 0.215, 0.204, 0.172, 0.205, 0.211, 0.197, 0.215, 0.223, 0.221, -0.224, -1.031, 0.154, 0.150, 0.139], "e_homo_ev": -4.514, "charge": 0, "gap_ev": 4.9}

[6]
{"formula": "Ca2H10N3O14", "method": "ωB97M-V/def2-TZVPD", "elements": ["Ca", "Ca", "N", "O", "O", "O", "N", "O", "O", "O", "N", "O", "O", "O", "O", "H", "H", "O", "H", "H", "O", "H", "H", "O", "H", "H", "O", "H", "H"], "positions_angstrom": [[-2.9703, 0.5969, 0.4329], [2.2566, 0.8633, 1.9644], [0.2304, 0.5362, -0.9704], [-0.8715, 1.0441, -0.6510], [1.0693, 0.3364, -0.0500], [0.4456, 0.1561, -2.0914], [0.5443, -2.0410, 3.1392], [-0.6505, -1.9681, 3.4576], [1.3026, -2.8992, 3.5128], [1.0037, -1.1127, 2.3248], [-0.7876, 2.0381, 3.0253], [-1.3909, 2.8373, 3.6508], [-1.3548, 1.2263, 2.2239], [0.4637, 1.8838, 3.1803], [0.8090, 1.2931, -4.7474], [1.2907, 2.1251, -4.7015], [0.5963, 1.0623, -3.8334], [2.7393, -1.2848, -3.0673], [3.4128, -0.5983, -3.0587], [1.9347, -0.8587, -2.7330], [1.2297, -3.0936, -0.1773], [1.9680, -2.4759, -0.1808], [0.4624, -2.5507, 0.0284], [-1.5161, -1.1987, 1.1826], [-0.7059, -0.7384, 1.5042], [-1.5915, -1.9592, 1.7819], [-3.3162, 2.1060, -1.3556], [-2.5597, 2.5191, -1.7993], [-4.0441, 2.1551, -1.9917]], "nbo_charge": [1.904, 1.900, 0.764, -0.646, -0.653, -0.401, 0.728, -0.492, -0.355, -0.797, 0.753, -0.332, -0.670, -0.686, -0.936, 0.464, 0.468, -0.942, 0.458, 0.473, -0.922, 0.465, 0.458, -1.091, 0.540, 0.529, -1.032, 0.533, 0.519], "e_homo_ev": -12.613, "charge": 1, "gap_ev": 7.9}

[7]
{"formula": "C2H5N3O4", "method": "ωB97M-V/def2-TZVPD", "elements": ["N", "C", "O", "N", "O", "O", "H", "H", "H", "H", "N", "C", "O", "H"], "positions_angstrom": [[0.4930, 1.5165, -1.2769], [0.4143, 0.1911, -0.9229], [0.1793, -0.6883, -1.8415], [1.0057, -0.2399, 0.2124], [1.1866, 0.2849, 1.3168], [0.7398, -1.6569, 0.3304], [0.8036, 2.2776, -0.6382], [0.6100, 1.7232, -2.2528], [0.3043, -1.5246, -1.3253], [1.0211, -1.9805, 1.1423], [-1.3740, -0.0558, 1.9250], [-2.0830, 0.0593, 0.9605], [-2.9147, 0.0105, 0.1518], [-0.3861, 0.0830, 2.2182]], "nbo_charge": [-0.818, 0.638, -0.628, 0.223, -0.585, -0.650, 0.432, 0.409, 0.528, 0.503, -0.791, 0.826, -0.542, 0.455], "e_homo_ev": -8.335, "smiles": "N/C(O)=[N+](\\[O-])O.N=C=O", "charge": 0, "gap_ev": 8.7}

[8]
{"formula": "C21H49N8O10Y", "method": "ωB97M-V/def2-TZVPD", "elements": ["Y", "N", "O", "O", "O", "C", "C", "O", "N", "C", "H", "H", "H", "H", "H", "H", "H", "C", "C", "O", "N", "C", "H", "H", "H", "H", "H", "H", "H", "C", "C", "O", "N", "C", "H", "H", "H", "H", "H", "H", "H", "C", "C", "O", "N", "C", "H", "H", "H", "H", "H", "H", "H", "C", "C", "O", "N", "C", "H", "H", "H", "H", "H", "H", "H", "C", "C", "O", "N", "C", "H", "H", "H", "H", "H", "H", "H", "C", "C", "O", "N", "C", "H", "H", "H", "H", "H", "H", "H"], "positions_angstrom": [[-2.2924, 25.0008, -24.8886], [-4.0599, 27.3893, -26.8656], [-3.2966, 26.5962, -26.2441], [-4.5793, 27.0249, -27.9340], [-4.2335, 28.5323, -26.4106], [0.0215, 28.8036, -23.4218], [-1.2360, 28.3785, -24.1186], [-1.4795, 27.1688, -24.2940], [-2.0645, 29.3009, -24.6122], [-1.9698, 30.7433, -24.4247], [-0.0469, 29.5015, -22.5941], [0.6215, 29.3520, -24.1727], [0.6424, 27.9366, -23.2151], [-2.8290, 28.9448, -25.1872], [-1.1059, 31.0145, -23.8310], [-2.8972, 31.1149, -23.9975], [-1.8179, 31.2255, -25.3944], [-1.5434, 25.6006, -20.3639], [-2.2769, 24.6742, -21.2926], [-2.0472, 24.7308, -22.5172], [-3.1887, 23.8373, -20.8024], [-3.6469, 23.7853, -19.4241], [-0.7251, 25.0162, -19.9307], [-2.2203, 26.0781, -19.6632], [-1.0414, 26.3589, -20.9596], [-3.5650, 23.1843, -21.4723], [-2.8556, 24.0872, -18.7478], [-3.9866, 22.7775, -19.1970], [-4.5138, 24.4312, -19.2543], [-3.3141, 21.9420, -28.1973], [-3.5032, 23.3876, -27.8998], [-3.2244, 23.8793, -26.7901], [-3.9657, 24.1756, -28.8524], [-4.3994, 23.7338, -30.1618], [-3.0970, 21.3870, -27.2907], [-2.4717, 21.7940, -28.8766], [-4.2092, 21.5415, -28.6717], [-4.1814, 25.1368, -28.5871], [-3.5656, 23.3974, -30.7887], [-4.8178, 24.5677, -30.7224], [-5.1434, 22.9375, -30.1674], [1.5801, 23.3454, -23.2597], [1.2274, 24.5278, -24.1303], [0.0426, 24.8260, -24.3348], [2.2322, 25.2471, -24.6452], [2.0550, 26.3661, -25.5632], [2.6445, 23.1198, -23.2389], [1.0451, 22.4935, -23.6739], [1.2667, 23.5812, -22.2452], [3.1608, 24.8580, -24.6210], [2.2743, 26.0628, -26.5901], [2.8024, 27.1311, -25.3331], [1.0776, 26.8191, -25.4493], [-4.8850, 27.3376, -21.3786], [-4.6776, 27.4391, -22.8697], [-4.0583, 26.5673, -23.4949], [-5.2927, 28.4466, -23.5117], [-5.8583, 29.6418, -22.8702], [-4.6131, 28.2429, -20.8422], [-4.3062, 26.4975, -21.0049], [-5.9317, 27.0863, -21.1871], [-5.1101, 28.5332, -24.5055], [-5.8574, 30.4551, -23.5867], [-5.2324, 29.9524, -22.0337], [-6.8571, 29.4237, -22.4996], [-5.7374, 22.2999, -23.4428], [-5.4695, 23.5750, -24.1872], [-4.3323, 24.0695, -24.2806], [-6.5117, 24.1254, -24.7975], [-6.4730, 25.3925, -25.5176], [-5.2503, 21.4811, -23.9796], [-6.7881, 22.0219, -23.4023], [-5.3410, 22.3555, -22.4324], [-7.4265, 23.7210, -24.6946], [-7.3335, 25.4265, -26.1802], [-5.5241, 25.4854, -26.0285], [-6.6086, 26.2225, -24.8203], [-0.5778, 27.0120, -28.4316], [-0.5087, 25.6398, -27.8364], [-0.8987, 25.4180, -26.6878], [0.0058, 24.6648, -28.5806], [0.4218, 23.3853, -28.0417], [0.1485, 27.0905, -29.2492], [-0.3542, 27.8272, -27.7550], [-1.5600, 27.1237, -28.8968], [0.4109, 24.8940, -29.4735], [-0.4039, 22.8858, -27.5207], [1.1651, 23.5017, -27.2446], [0.7686, 22.7272, -28.8271]], "mulliken_charge": [2.595, 0.884, -0.313, -0.724, -0.914, -1.922, 0.760, -0.083, 0.120, -1.113, 0.528, 0.472, 0.229, 0.019, 0.470, 0.249, 0.351, -1.276, 0.346, -0.514, 0.026, -1.036, 0.446, 0.503, 0.098, 0.196, 0.391, 0.358, 0.297, -1.764, 0.704, -0.534, 0.222, -1.134, 0.295, 0.384, 0.538, 0.272, 0.332, 0.380, 0.340, -1.235, 0.627, -0.415, -0.178, -0.648, 0.459, 0.278, 0.213, 0.266, 0.318, 0.381, -0.023, -1.037, 0.104, 0.475, 0.014, -1.204, 0.449, -0.238, 0.370, 0.327, 0.405, 0.369, 0.324, -1.336, 0.700, -0.834, -0.179, -0.502, 0.319, 0.452, 0.156, 0.276, 0.440, -0.123, 0.195, -1.423, 0.676, 0.168, -0.080, -0.773, 0.534, 0.181, 0.316, 0.285, 0.033, 0.191, 0.449], "e_homo_ev": -13.906, "charge": 2, "gap_ev": 9.7}

Computed energy, in the same sequence as the records: -14929.5386; -58897.4973; -19670.2251; -19345.5418; -42324.8531; -70163.1651; -14811.6202; -56005.4491 eV.
Computed energy above the lowest of the compared OMol25 structures with the same formula, charge and spin, in the same sequence as the records: 107.3; 6.0; 54.1; 216.6; 84.9; 0.0; 44.0; 0.0 kcal per mole.